Computed, not measured: a cluster of 4 separate species, C29H30F15O8PS in total at a distorted geometry, with the ωB97M-V functional and the def2-TZVPD basis.

The geometry in XYZ format:
```
84
Properties=species:S:1:pos:R:3:forces:R:3:mulliken_charge:R:1
O -0.448 3.211 0.127 -0.26 -0.53 -0.30 -0.594
C -0.812 2.420 -0.722 -0.33 0.39 0.02 -0.227
C -1.970 2.742 -1.640 0.63 -0.47 0.61 -0.267
C -1.915 2.319 -2.894 -0.35 -0.11 -1.07 0.627
C -3.036 2.564 -3.902 0.40 0.21 0.71 -1.548
C -4.312 1.816 -3.473 -0.12 0.23 -1.12 -0.673
C -4.144 0.278 -3.533 0.43 0.95 0.01 -1.061
C -3.924 -0.410 -2.195 -1.06 -0.96 -0.44 1.159
F -2.649 -0.836 -2.058 0.20 0.38 -0.13 -0.230
F -4.220 0.359 -1.120 0.15 0.14 -0.06 -0.364
C -4.810 -1.709 -2.048 1.66 -0.18 1.45 0.546
F -4.952 -2.381 -3.176 -0.51 0.25 -0.38 -0.256
F -4.127 -2.522 -1.212 -0.56 -0.04 0.04 -0.254
F -5.984 -1.438 -1.471 -0.13 -0.04 -0.73 -0.272
C -0.703 1.552 -3.362 0.25 0.08 0.24 -0.653
O -0.260 1.671 -4.490 -0.35 -0.32 0.56 -0.562
C -0.090 0.653 -2.314 -0.41 0.91 -0.03 0.606
C 0.495 -0.558 -2.605 0.30 0.40 -1.77 1.170
P 0.530 -1.160 -4.343 -0.67 -1.89 0.57 0.295
S 0.452 -3.121 -4.342 0.33 0.20 -0.16 -0.417
C 1.037 -1.349 -1.614 0.36 -0.57 -0.09 -1.282
C 0.981 -0.924 -0.313 0.03 -0.30 -0.04 -1.169
C 0.373 0.273 -0.017 0.43 1.36 2.52 0.841
C 0.296 0.685 1.480 -0.37 -0.79 -0.64 -1.583
C -1.112 0.273 1.986 0.28 0.33 -0.32 -0.307
F -1.626 -0.755 1.193 0.02 -0.12 0.16 -0.305
C -0.157 1.090 -0.989 -0.17 0.21 -0.50 0.847
H -2.815 3.295 -1.238 0.25 0.14 -0.03 0.488
H -3.226 3.642 -3.945 -0.08 -0.15 -0.01 0.424
H -2.716 2.265 -4.904 -0.03 -0.08 0.16 0.385
H -5.061 2.073 -4.233 -0.01 -0.01 0.23 0.417
H -4.702 2.205 -2.531 0.16 -0.29 0.05 0.472
H -3.246 0.071 -4.129 -0.21 -0.17 0.04 0.241
H -4.981 -0.142 -4.092 0.01 -0.20 0.37 0.544
H -0.677 -0.717 -4.917 0.54 0.54 -0.05 0.056
H 1.645 -0.653 -5.035 -0.35 0.45 0.10 0.141
H 1.502 -2.296 -1.865 -0.15 0.03 -0.09 0.394
H 1.384 -1.537 0.486 -0.01 0.05 -0.06 0.644
H 1.085 0.163 2.029 -0.14 -0.05 -0.10 0.597
H 0.440 1.755 1.622 -0.04 -0.13 -0.08 0.415
H -1.790 1.122 1.851 -0.02 -0.14 0.28 0.373
H -1.104 -0.098 3.012 -0.08 0.23 -0.03 0.320
C 6.052 -4.324 3.559 0.16 0.10 -0.30 -1.116
C 4.912 -3.349 3.756 0.03 -0.53 0.43 -0.206
O 5.131 -2.139 3.005 -0.06 0.32 -0.13 -0.297
C 4.798 -2.182 1.722 -0.09 -0.52 0.53 0.023
O 4.339 -3.123 1.147 -0.04 0.21 -0.31 -0.515
C 5.042 -0.813 1.075 0.36 0.68 -0.44 1.284
F 6.220 -0.289 1.429 -0.03 -0.16 0.15 -0.274
F 4.089 0.062 1.439 -0.10 -0.25 0.20 -0.267
F 5.028 -0.884 -0.255 -0.15 -0.26 0.05 -0.261
H 7.005 -3.852 3.803 -0.04 -0.01 0.12 0.307
H 5.918 -5.200 4.192 -0.03 0.03 0.02 0.379
H 6.111 -4.654 2.521 -0.09 -0.06 0.03 0.317
H 4.854 -3.048 4.800 0.04 0.26 -0.09 0.319
H 3.953 -3.793 3.492 0.03 0.10 -0.21 0.320
C 3.257 2.689 0.002 -0.10 0.46 0.04 -0.550
C 4.492 2.482 -0.848 -0.35 -0.60 0.20 -0.306
O 4.922 3.720 -1.445 0.18 0.19 -0.19 -0.374
C 5.655 4.514 -0.673 -0.25 -0.68 0.12 0.357
O 5.979 4.290 0.455 0.16 0.31 0.02 -0.516
C 6.075 5.762 -1.461 0.13 0.70 -0.32 0.880
F 5.055 6.275 -2.161 -0.07 -0.14 0.07 -0.248
F 7.051 5.467 -2.332 -0.02 -0.21 0.07 -0.254
F 6.528 6.718 -0.655 -0.02 -0.18 0.15 -0.241
H 2.465 3.164 -0.579 0.00 -0.09 -0.06 0.390
H 2.886 1.741 0.382 0.02 -0.02 -0.07 -0.204
H 3.468 3.343 0.848 0.06 -0.09 0.04 0.390
H 4.267 1.809 -1.674 0.07 0.21 -0.17 0.318
H 5.302 2.032 -0.276 0.10 0.23 0.03 0.352
C -5.562 -2.291 1.714 0.31 -0.34 0.12 -0.774
C -5.892 -1.517 2.968 -0.45 0.31 -0.65 -0.343
O -5.580 -2.290 4.142 0.17 0.01 0.37 -0.337
C -4.295 -2.256 4.474 -0.41 0.37 -0.61 0.375
O -3.451 -1.660 3.871 0.42 -0.15 0.44 -0.494
C -4.052 -3.050 5.763 0.17 -0.50 0.57 0.894
F -4.694 -4.224 5.751 -0.06 0.08 -0.16 -0.250
F -4.486 -2.365 6.831 -0.06 0.16 -0.15 -0.261
F -2.757 -3.302 5.945 0.01 0.16 -0.19 -0.241
H -6.069 -3.258 1.721 -0.11 0.07 -0.05 0.336
H -5.851 -1.743 0.822 -0.08 0.07 0.09 0.155
H -4.491 -2.487 1.659 0.00 0.09 -0.07 0.284
H -6.959 -1.301 3.013 0.00 -0.19 0.26 0.366
H -5.369 -0.561 2.993 0.14 -0.10 0.14 0.307
```
Positions in Å, forces in eV/Å.

E_HOMO (eV): -8.53
Calculated total energy (a.u.): -3962.5756
HOMO-LUMO gap (eV): 7.2
LUMO level (eV): -1.3
SMILES: O=C1C=C(CCCC(F)(F)C(F)(F)F)C(=O)c2c([PH2]=S)ccc(CCF)c21.CCOC(=O)C(F)(F)F.CCOC(=O)C(F)(F)F.CCOC(=O)C(F)(F)F